Formula: C3H12NO4
Source: the Open Molecules 2025 dataset
Level of theory: ωB97M-V/def2-TZVPD

Element x y z (Å)
1 C -0.58285 0.03356 1.60426
2 C 0.83010 -0.50759 1.27989
3 C 0.87490 -1.53880 0.20188
4 O 2.10835 -1.84403 -0.18358
5 O -0.07651 -1.94742 -0.41259
6 N -1.19367 0.61881 0.36651
7 H -1.18975 -0.83622 1.82803
8 H -0.39069 0.72229 2.41496
9 H 1.20148 -0.97568 2.19666
10 H 1.51499 0.31828 1.09242
11 H 2.08426 -2.37436 -0.99377
12 H -0.54439 1.31414 -0.06578
13 H -2.06427 1.09758 0.61479
14 H -1.24131 -0.06366 -0.41659
15 H -2.12544 0.16169 -2.92303
16 H -1.63097 -1.21071 -2.46310
17 O -1.77994 -0.32311 -2.17129
18 H 1.23219 2.95313 -0.19107
19 H 1.53608 2.37896 -1.34280
20 O 1.43744 2.02316 -0.43579

As for the spin multiplicity: 2. The energy above the lowest of the compared OMol25 structures with the same formula, charge and spin comes out at 47.6 kJ/mol. For the electronic energy, the calculation gives -12982.96663 eV.

---

Formula: C3H12NOS
Source: the Open Molecules 2025 dataset
Level of theory: ωB97M-V/def2-TZVPD

Element x y z (Å)
1 C 0.45397 -0.78356 0.07636
2 C -0.23318 0.34112 -0.72251
3 C -0.22802 0.08928 -2.22339
4 S -0.85742 1.51703 -3.11568
5 N 1.26017 -0.27099 1.21588
6 H -0.38415 -1.36472 0.45118
7 H 1.00394 -1.56002 -0.44893
8 H 0.35474 1.24842 -0.55645
9 H -1.20401 0.59042 -0.32228
10 H -0.75491 -0.82674 -2.49684
11 H 0.80773 -0.09496 -2.48938
12 H -1.18630 0.89766 -4.25485
13 H 0.68784 -0.15579 2.06428
14 H 2.00877 -0.92772 1.43213
15 H 1.61888 0.67138 1.05248
16 H -1.82820 0.23753 3.12634
17 H -0.62754 0.37904 4.03464
18 O -0.89233 0.01264 3.17702

As for the spin multiplicity: 1. The energy above the lowest of the compared OMol25 structures with the same formula, charge and spin comes out at 52.7 kJ/mol. For the electronic energy, the calculation gives -17671.90649 eV. Its net charge is +1.

---

Formula: C3H12NOS
Source: the Open Molecules 2025 dataset
Level of theory: ωB97M-V/def2-TZVPD

Element x y z (Å)
1 C -0.69726 0.87306 0.14047
2 C -0.50274 -0.12250 -1.04418
3 C 0.34916 0.72185 -1.92387
4 S 1.44847 -0.52343 -2.90834
5 N -0.77846 0.28579 1.48590
6 H 0.08253 1.62084 0.22326
7 H -1.54992 1.51552 0.02307
8 H -1.44347 -0.40753 -1.51479
9 H 0.04954 -1.01511 -0.77982
10 H 1.03433 1.37295 -1.36755
11 H -0.21791 1.39320 -2.62159
12 H 2.33797 0.31800 -3.55690
13 H 0.09383 0.19142 1.97358
14 H -1.51950 0.83516 2.06752
15 H -1.28274 -0.59947 1.52265
16 H 0.69823 -1.94179 3.47668
17 H 1.26038 -2.59728 2.28836
18 O 0.63755 -1.92067 2.51556

As for the spin multiplicity: 1. The energy above the lowest of the compared OMol25 structures with the same formula, charge and spin comes out at 120.2 kJ/mol. For the electronic energy, the calculation gives -17671.20616 eV. Its net charge is +1.

---

Formula: C3H12NOS2
Source: the Open Molecules 2025 dataset
Level of theory: ωB97M-V/def2-TZVPD

Element x y z (Å)
1 N -0.94992 0.18813 1.71855
2 C -1.53464 -0.17973 0.45161
3 C -2.94534 -0.69883 0.44086
4 C -0.58346 -1.04101 -0.35220
5 S 1.04683 -0.00491 -0.32040
6 S 6.40890 -0.01807 0.62950
7 H -1.66445 0.69361 2.33405
8 H 6.98810 -1.17723 0.26212
9 H -0.14684 0.88992 1.50226
10 H -1.60406 0.79092 -0.17299
11 H -3.16195 -1.65619 0.90629
12 H -3.73904 0.06508 0.75104
13 H -3.15503 -0.87891 -0.65231
14 H -0.33257 -1.99945 0.21222
15 H -0.92987 -1.30604 -1.39215
16 H 7.35571 0.71931 0.05308
17 H 0.23651 1.59882 -1.49374
18 H -0.64934 2.10179 -2.92072
19 O -0.63954 1.91279 -1.95706

As for the spin multiplicity: 1. The energy above the lowest of the compared OMol25 structures with the same formula, charge and spin comes out at 648.0 kJ/mol. For the electronic energy, the calculation gives -28501.24043 eV. Its net charge is +1.

---

Formula: C3H12NOS2
Source: the Open Molecules 2025 dataset
Level of theory: ωB97M-V/def2-TZVPD

Element x y z (Å)
1 N 1.81839 -0.72761 1.48290
2 C 2.34782 0.03750 0.34772
3 C 3.79517 -0.19463 0.15007
4 C 1.41719 -0.46690 -0.81944
5 S -0.24646 -0.02127 -0.50282
6 S -4.56646 -0.76613 0.89500
7 H 1.92317 -0.39200 2.42536
8 H -5.86051 -1.02674 0.69228
9 H 0.91059 -1.13058 1.29728
10 H 2.21158 1.11566 0.48972
11 H 4.10099 -1.24335 0.09822
12 H 4.19462 0.11983 1.13530
13 H 4.42493 0.20194 -0.64609
14 H 1.54448 -1.54216 -0.95464
15 H 1.79520 -0.05948 -1.77268
16 H -4.03190 -1.31200 -0.20337
17 H 0.43163 1.99738 -1.23153
18 H 0.70801 3.36492 -1.77076
19 O 1.14373 2.51286 -1.65223

As for the spin multiplicity: 1. The energy above the lowest of the compared OMol25 structures with the same formula, charge and spin comes out at 566.1 kJ/mol. For the electronic energy, the calculation gives -28502.08952 eV. Its net charge is +1.

---

Formula: C3H12NS
Source: the Open Molecules 2025 dataset
Level of theory: ωB97M-V/def2-TZVPD

Element x y z (Å)
1 C 2.02229 0.19768 1.28315
2 N 1.70370 -1.13090 0.59401
3 H 2.70919 -0.01089 2.19287
4 H 1.06307 0.62797 1.66368
5 H 2.58955 0.88989 0.66201
6 H 2.59505 -1.46217 0.27668
7 H 1.20484 -1.75339 1.28665
8 H 1.08800 -1.18473 -0.20338
9 C -1.96171 0.80085 0.01142
10 C -1.82474 -0.06707 -1.19711
11 S -0.17026 -0.19345 -1.73730
12 H -1.55864 0.41859 0.99217
13 H -1.56843 1.81237 -0.25528
14 H -3.05034 1.07851 0.16677
15 H -2.46609 0.35722 -2.07185
16 H -2.24068 -1.06370 -0.96560
17 H -0.13480 0.68321 -2.69888

As for the spin multiplicity: 1. The energy above the lowest of the compared OMol25 structures with the same formula, charge and spin comes out at 95.3 kJ/mol. For the electronic energy, the calculation gives -15623.59782 eV. Its net charge is +1.

---

Formula: C3H12O2S
Source: the Open Molecules 2025 dataset
Level of theory: ωB97M-V/def2-TZVPD

Element x y z (Å)
1 C 0.40919 -1.07572 -1.22198
2 C -1.02322 -0.62479 -0.97615
3 S -1.85257 -1.80036 0.19833
4 C -1.20311 -1.24778 1.76360
5 H 0.93519 -0.24912 -1.75918
6 H 0.57797 -2.02350 -1.74668
7 H 0.77786 -1.11168 -0.18188
8 H -1.57128 -0.60875 -1.97375
9 H -1.21791 0.28276 -0.40587
10 H -0.08899 -1.37813 1.86658
11 H -1.52104 -0.14240 1.99920
12 H -1.61682 -1.87291 2.62491
13 H 1.53442 1.13371 1.15578
14 H 2.83252 1.01465 0.54174
15 O 1.92334 0.74482 0.35390
16 H 0.28551 3.68721 -1.08224
17 H 0.75375 2.30898 -0.66649
18 O 0.06520 2.96300 -0.48984

As for the spin multiplicity: 1. As for the SMILES: CCSC.O.O. The energy above the lowest of the compared OMol25 structures with the same formula, charge and spin comes out at 89.8 kJ/mol. For the electronic energy, the calculation gives -18235.15116 eV.

---

Formula: C3H12O2S
Source: the Open Molecules 2025 dataset
Level of theory: ωB97M-V/def2-TZVPD

Element x y z (Å)
1 C 0.79364 1.51229 2.40721
2 C 1.50122 0.29360 1.79311
3 C 1.36644 -1.14141 2.51959
4 S -0.33016 -1.58175 2.58508
5 H 1.30792 2.44225 2.23608
6 H -0.26225 1.63784 2.04842
7 H 0.94283 1.31760 3.55445
8 H 2.55200 0.47739 1.82632
9 H 1.23266 0.22867 0.70043
10 H 1.98599 -1.76434 2.01101
11 H 1.77817 -0.94489 3.52952
12 H -0.51703 -2.39796 1.56726
13 H 1.11700 -1.16529 -3.86274
14 H 0.48441 -0.77632 -5.36845
15 O 0.59461 -1.42021 -4.65219
16 H -5.19746 1.81142 -4.00075
17 H -4.82401 0.41250 -4.81765
18 O -4.52598 1.05863 -4.07669

As for the spin multiplicity: 1. As for the SMILES: CCCS.O.O. The energy above the lowest of the compared OMol25 structures with the same formula, charge and spin comes out at 142.1 kJ/mol. For the electronic energy, the calculation gives -18234.60945 eV.

---

Formula: C3H12O2S2
Source: the Open Molecules 2025 dataset
Level of theory: ωB97M-V/def2-TZVPD

Element x y z (Å)
1 C 0.38653 -2.21429 1.43021
2 C 0.62766 -1.40621 0.12262
3 S -0.92488 -0.87580 -0.65772
4 S -0.26164 -0.35968 -2.86261
5 C 0.96660 1.00381 -2.58519
6 H 0.00368 -3.19416 1.14306
7 H -0.36688 -1.71435 2.03407
8 H 1.29302 -2.36726 2.03623
9 H 1.24996 -0.53877 0.35075
10 H 1.25133 -2.02286 -0.52638
11 H 0.37764 1.90093 -2.45404
12 H 1.58580 0.84346 -1.69392
13 H 1.63964 1.07097 -3.43763
14 H -1.73748 2.01390 -0.93778
15 H -1.12057 2.07657 0.39419
16 O -1.02859 2.47219 -0.47870
17 H -1.40310 1.54196 3.33510
18 H -1.41204 0.42290 2.36140
19 O -1.12669 1.34669 2.42632

As for the spin multiplicity: 2. The energy above the lowest of the compared OMol25 structures with the same formula, charge and spin comes out at 9.1 kJ/mol. For the electronic energy, the calculation gives -29071.07596 eV. Its net charge is -1.

---

Formula: C3H12O2S2
Source: the Open Molecules 2025 dataset
Level of theory: ωB97M-V/def2-TZVPD

Element x y z (Å)
1 C 0.14358 1.50632 0.27397
2 C -0.69747 0.97882 1.43324
3 C 1.06596 0.47302 -0.29941
4 S 0.10415 -1.03537 -0.73931
5 S 0.97454 -2.73769 -0.70036
6 H 0.68504 2.39476 0.58663
7 H -0.47655 2.01039 -0.48463
8 H -0.08333 0.29726 2.07817
9 H -1.20991 1.76667 1.99917
10 H -1.46706 0.29963 1.08159
11 H 1.90125 0.07369 0.30938
12 H 1.47662 0.79228 -1.29158
13 H 1.59792 -2.75389 -1.92056
14 H 0.31513 -1.23139 -6.62583
15 H -0.79111 -0.14758 -6.48604
16 O -0.26610 -0.78941 -6.00506
17 H -0.50738 -1.11033 5.64239
18 H -1.40104 0.01438 5.83439
19 O -1.36423 -0.80155 5.31384

As for the spin multiplicity: 1. As for the SMILES: CCCSS.O.O. The energy above the lowest of the compared OMol25 structures with the same formula, charge and spin comes out at 126.7 kJ/mol. For the electronic energy, the calculation gives -29070.35754 eV.

---

Formula: C3H12O2S2
Source: the Open Molecules 2025 dataset
Level of theory: ωB97M-V/def2-TZVPD

Element x y z (Å)
1 C 0.37019 -1.25327 -0.45927
2 C -0.35616 -2.55896 -0.51182
3 C -0.35921 -0.37018 0.58285
4 S 0.37742 1.26059 1.08971
5 S -0.94674 2.61565 0.34382
6 H 0.41401 -0.76530 -1.43223
7 H 1.46432 -1.46087 -0.07734
8 H -1.37761 -2.49264 -0.92829
9 H 0.14485 -3.26990 -1.15983
10 H -0.51845 -3.12601 0.37878
11 H -0.52126 -0.93996 1.55110
12 H -1.36678 -0.15910 0.26541
13 H -0.57662 2.90601 -0.91399
14 H -1.42709 0.72676 -2.30412
15 H -1.60714 1.96657 -3.14302
16 O -0.91503 1.38629 -2.78462
17 H 2.67978 -4.17751 0.12257
18 H 2.32795 -3.33915 1.23013
19 O 2.37327 -4.29047 1.03197

As for the spin multiplicity: 2. The energy above the lowest of the compared OMol25 structures with the same formula, charge and spin comes out at 136.7 kJ/mol. For the electronic energy, the calculation gives -29061.62671 eV. Its net charge is +1.

---

Formula: C3H12O3
Source: the Open Molecules 2025 dataset
Level of theory: ωB97M-V/def2-TZVPD

Element x y z (Å)
1 C -0.80775 -1.17720 -2.56264
2 O 0.38962 -0.63638 -2.00925
3 C -1.41862 -2.33834 -1.73748
4 C -0.54496 -3.60212 -1.72798
5 H -1.54124 -0.39461 -2.59066
6 H -0.49340 -1.63019 -3.52506
7 H 0.89964 -1.23713 -1.43654
8 H -1.57280 -2.10685 -0.67953
9 H -2.40585 -2.61294 -2.15686
10 H 0.48239 -3.18720 -1.58819
11 H -0.59053 -4.08958 -0.75891
12 H -0.64093 -4.11894 -2.68196
13 H 0.57642 1.78423 1.94874
14 H 1.34176 2.51811 3.04096
15 O 0.96198 1.65775 2.82346
16 H 0.31457 5.43810 3.61571
17 H 0.93799 4.74598 4.86858
18 O 1.02127 4.86192 3.93545

As for the spin multiplicity: 1. As for the SMILES: CCCO.O.O. The energy above the lowest of the compared OMol25 structures with the same formula, charge and spin comes out at 71.8 kJ/mol. For the electronic energy, the calculation gives -9447.28193 eV.

---

Formula: C3H12O3
Source: the Open Molecules 2025 dataset
Level of theory: ωB97M-V/def2-TZVPD

Element x y z (Å)
1 C 1.47784 0.59511 -1.02788
2 C 1.64674 0.84165 0.45461
3 C 1.79966 -0.42469 1.23716
4 H 0.82309 -0.29275 -1.23413
5 H 1.04274 1.46141 -1.51753
6 H 2.47628 0.37594 -1.46269
7 H 2.41265 1.60397 0.61509
8 H 1.54111 -0.47741 2.26886
9 H 1.53300 -1.41640 0.88927
10 H -4.15462 -0.27056 -1.09743
11 H -2.83168 0.35148 -0.33270
12 O -3.25174 -0.38524 -0.87449
13 H -0.46276 -0.83036 0.27695
14 H -1.40386 -1.40560 -0.69820
15 O -0.60931 -1.69836 -0.20615
16 H 0.68675 0.38891 0.98417
17 H -1.33556 0.88226 1.36487
18 O -1.39033 0.70064 0.36022

As for the spin multiplicity: 1. The energy above the lowest of the compared OMol25 structures with the same formula, charge and spin comes out at 589.4 kJ/mol. For the electronic energy, the calculation gives -9441.91828 eV.